71
Properties=species:S:1:pos:R:3:lowdin_spin:R:1 method="wB97M-V/def2-TZVPD" multiplicity=2 e_homo_ev="-1.15 / -1.12" homo_lumo_gap_ev="5.537 / 5.508" relative_energy_kcal_mol=4.9 fmax_ha_per_bohr=0.0065 e_tot_ev=-72857.477 total_charge=-2 lumo_ev="4.4 / 4.4"
Ru -1.61 -0.84 0.94 0.86
O -1.59 -3.16 4.47 0.00
C -1.65 -2.23 3.65 0.00
O -1.92 -2.36 2.41 0.00
C -1.45 -0.81 4.21 0.00
C -2.54 0.17 3.73 0.00
C -2.65 1.36 4.69 0.00
C -1.35 2.13 4.36 0.00
C -0.75 1.27 3.25 0.00
O -1.93 0.79 2.58 0.01
C -0.15 -0.02 3.83 0.00
C 0.81 -0.64 2.81 0.00
O 1.99 -0.82 3.14 0.00
O 0.36 -0.82 1.63 0.03
H -1.50 -0.92 5.29 0.00
H -3.48 -0.29 3.42 0.00
H -2.72 1.04 5.73 0.00
H -3.54 1.95 4.45 0.00
H -0.67 2.21 5.21 0.00
H -1.57 3.14 4.00 0.00
H -0.13 1.78 2.52 0.00
H 0.44 0.19 4.72 0.00
S -1.22 0.85 -0.61 0.00
C -2.81 1.32 -1.17 0.00
C -2.96 2.35 -2.10 0.00
C -4.21 2.74 -2.56 0.01
C -5.34 2.09 -2.10 0.00
C -5.21 1.06 -1.18 0.01
C -3.96 0.66 -0.70 0.00
S -3.84 -0.65 0.47 0.07
H -2.06 2.85 -2.46 0.00
H -4.29 3.55 -3.28 0.00
H -6.33 2.38 -2.45 0.00
H -6.09 0.54 -0.81 0.00
C 1.59 -3.47 0.31 0.00
Si 0.36 -2.89 -0.99 0.00
C 1.16 -1.58 -2.07 0.00
C 0.11 -4.42 -2.10 0.00
C -1.31 -2.41 -0.35 0.00
H 2.51 -3.82 -0.17 0.00
H 1.17 -4.29 0.89 0.00
H 1.84 -2.68 1.03 0.00
H 2.17 -1.87 -2.36 0.00
H 1.21 -0.64 -1.53 0.00
H 0.56 -1.41 -2.97 0.00
H 1.05 -4.75 -2.54 0.00
H -0.59 -4.19 -2.92 0.00
H -0.31 -5.25 -1.53 0.00
H -1.73 -3.30 0.13 0.00
H -1.92 -2.20 -1.24 0.01
C 3.57 0.01 0.24 0.00
N 3.36 0.80 -0.97 0.00
C 2.33 1.82 -0.84 0.00
C 1.74 2.19 -2.18 0.00
C 2.85 2.40 -3.18 0.00
N 3.68 1.22 -3.24 0.00
C 4.45 1.02 -4.44 0.00
C 4.00 0.47 -2.12 0.00
O 4.83 -0.44 -2.19 0.00
H 2.66 -0.53 0.50 0.00
H 3.81 0.68 1.07 0.00
H 4.39 -0.68 0.09 0.00
H 2.76 2.70 -0.34 0.00
H 1.54 1.43 -0.19 0.00
H 1.13 3.10 -2.07 0.00
H 1.07 1.40 -2.51 0.00
H 3.45 3.28 -2.90 0.00
H 2.45 2.59 -4.18 0.00
H 3.78 0.99 -5.31 0.00
H 4.99 0.08 -4.36 0.00
H 5.17 1.83 -4.60 0.00


68
Properties=species:S:1:pos:R:3:mulliken_charge:R:1 method="wB97M-V/def2-TZVPD" multiplicity=1 e_homo_ev=-8.91 homo_lumo_gap_ev=8.666 relative_energy_kcal_mol=8.7 fmax_ha_per_bohr=0.0221 e_tot_ev=-51000.087 total_charge=0 lumo_ev=-0.2 smiles="CC(C)OCCCNC(=O)c1cn(C)c2ccc(S(=O)(=O)N(C)C3CCCCC3)cc2c1=O"
C 0.75 3.75 -0.64 -0.99
C 1.70 3.68 0.56 0.34
C 1.51 2.36 1.32 -0.71
O 3.05 3.95 0.21 -0.44
C 3.70 3.02 -0.63 -0.43
C 4.80 2.25 0.11 -0.28
C 5.35 1.09 -0.71 -1.03
N 4.37 0.04 -0.83 -0.06
C 4.53 -1.19 -0.32 0.30
O 5.59 -1.64 0.09 -0.75
C 3.28 -2.02 -0.32 -0.80
C 3.43 -3.34 0.00 0.09
N 2.42 -4.22 0.12 0.11
C 2.72 -5.60 0.43 -1.19
C 1.12 -3.80 -0.04 0.31
C 0.03 -4.67 0.13 -0.70
C -1.26 -4.21 -0.01 -0.89
C -1.49 -2.88 -0.33 -0.17
S -3.16 -2.24 -0.52 1.57
O -4.06 -3.18 0.08 -0.74
O -3.35 -1.90 -1.90 -0.74
N -3.02 -0.84 0.38 0.36
C -3.13 -1.11 1.79 -1.11
C -3.63 0.35 -0.18 -0.31
C -5.11 0.52 0.19 -0.93
C -5.69 1.73 -0.54 -0.73
C -4.90 2.99 -0.18 -0.82
C -3.43 2.82 -0.52 -0.69
C -2.85 1.61 0.21 -0.40
C -0.44 -2.01 -0.52 -0.36
C 0.88 -2.45 -0.37 -0.11
C 1.96 -1.48 -0.56 1.58
O 1.72 -0.31 -0.87 -0.87
H 0.85 2.87 -1.27 0.22
H -0.28 3.80 -0.29 0.19
H 0.97 4.64 -1.23 0.39
H 1.47 4.51 1.24 0.35
H 0.49 2.32 1.71 0.49
H 1.65 1.51 0.66 -0.23
H 2.20 2.30 2.15 0.37
H 2.98 2.32 -1.07 0.16
H 4.15 3.59 -1.45 0.32
H 5.60 2.94 0.37 0.36
H 4.39 1.86 1.05 0.14
H 5.63 1.44 -1.71 0.33
H 6.23 0.66 -0.23 0.49
H 3.42 0.31 -1.07 0.27
H 4.43 -3.70 0.17 0.42
H 2.33 -6.26 -0.35 0.37
H 3.80 -5.73 0.50 0.33
H 2.27 -5.88 1.39 0.37
H 0.19 -5.70 0.38 0.44
H -2.10 -4.86 0.13 0.55
H -4.13 -1.46 2.07 0.35
H -2.89 -0.21 2.35 0.33
H -2.41 -1.89 2.04 0.37
H -3.55 0.21 -1.26 0.46
H -5.65 -0.39 -0.10 0.33
H -5.21 0.66 1.26 0.32
H -6.74 1.85 -0.28 0.37
H -5.63 1.56 -1.62 0.34
H -5.31 3.84 -0.73 0.39
H -5.01 3.19 0.88 0.32
H -3.31 2.68 -1.60 0.34
H -2.88 3.72 -0.24 0.33
H -2.92 1.77 1.29 0.29
H -1.79 1.47 -0.04 0.13
H -0.62 -0.98 -0.78 0.59


92
Properties=species:S:1:pos:R:3:mulliken_charge:R:1 method="wB97M-V/def2-TZVPD" multiplicity=1 e_homo_ev=-4.30 homo_lumo_gap_ev=5.702 relative_energy_kcal_mol=0.0 fmax_ha_per_bohr=0.0490 e_tot_ev=-171653.213 total_charge=-1 lumo_ev=1.4
Ca -0.67 -0.94 -0.11 2.95
As -1.78 -4.89 0.13 2.23
F -0.14 -5.38 -0.09 -0.49
F -2.32 -6.53 -0.08 -0.54
F -3.39 -4.36 0.44 -0.50
F -1.20 -3.23 0.42 -0.59
F -1.97 -4.58 -1.53 -0.43
F -1.57 -5.16 1.84 -0.52
C 1.33 -2.06 -2.72 0.49
O 1.04 -2.39 -4.12 -0.13
O 0.25 -2.13 -2.03 -0.95
C 2.49 -2.81 -2.03 0.80
F 2.89 -2.09 -0.94 -0.29
F 2.16 -4.02 -1.58 -0.27
F 3.63 -2.98 -2.76 -0.34
C 2.06 -2.48 -5.08 -0.12
C 1.46 -3.26 -6.24 -1.31
H 1.12 -4.22 -5.83 0.31
H 0.59 -2.82 -6.71 0.29
H 2.18 -3.58 -7.00 0.38
H 2.93 -3.07 -4.80 0.22
H 2.36 -1.46 -5.35 0.20
H 1.72 -1.00 -2.78 -0.57
N -3.92 -1.26 -1.52 0.84
O -3.07 -1.10 -0.59 -0.56
O -5.10 -0.89 -1.32 -0.73
O -3.57 -1.76 -2.58 -0.62
C -1.48 5.49 2.33 -1.54
C -0.47 4.43 2.00 0.40
C 0.14 3.68 3.21 -0.45
O -0.01 2.28 2.83 -0.37
C -0.65 2.18 1.65 -0.17
O -0.84 1.17 1.06 -0.24
O -1.09 3.38 1.25 0.03
H -1.04 6.34 2.84 0.42
H -2.26 5.03 2.94 0.36
H -1.96 5.81 1.40 0.34
H 0.36 4.83 1.40 0.16
H -0.50 3.76 4.08 0.34
H 1.21 3.84 3.26 0.30
C -3.84 3.84 -0.84 -1.24
C -3.84 2.74 -1.89 0.49
C -3.14 3.20 -3.19 -0.68
O -2.02 2.31 -3.32 -0.37
C -2.07 1.37 -2.34 0.31
O -1.34 0.45 -2.26 -0.06
O -3.04 1.66 -1.46 -0.32
H -2.81 3.92 -0.46 0.09
H -4.42 3.52 0.03 0.42
H -4.12 4.81 -1.22 0.42
H -4.86 2.43 -2.10 0.34
H -2.77 4.22 -3.19 0.33
H -3.79 3.06 -4.06 0.26
C 3.90 -4.32 2.01 -1.32
C 3.36 -3.15 2.82 0.34
C 4.20 -1.86 2.75 -0.53
O 3.26 -0.87 2.26 -0.35
C 2.13 -1.48 1.88 -0.10
O 1.24 -0.98 1.27 0.27
O 2.12 -2.77 2.24 -0.28
H 4.70 -4.85 2.53 0.40
H 4.20 -3.93 1.03 0.25
H 3.11 -5.06 1.88 0.33
H 3.30 -3.42 3.88 0.28
H 4.97 -1.93 1.98 0.31
H 4.54 -1.51 3.72 0.31
C -0.56 0.24 6.35 -1.54
C -0.27 -0.93 5.39 0.54
C -1.26 -2.10 5.55 -0.45
O -1.99 -2.11 4.34 -0.38
C -1.35 -1.35 3.42 -0.05
O -1.55 -1.39 2.26 -0.41
O -0.46 -0.54 4.04 0.00
H -0.62 -0.21 7.34 0.45
H -1.48 0.73 6.04 0.33
H 0.28 0.94 6.35 0.33
H 0.77 -1.22 5.55 0.15
H -1.93 -1.97 6.40 0.34
H -0.73 -3.04 5.73 0.27
C 1.31 3.26 -4.54 -1.40
C 1.88 3.19 -3.14 0.35
C 0.95 3.87 -2.09 -0.37
O 0.85 2.89 -1.06 -0.13
C 1.37 1.71 -1.50 -0.17
O 1.16 0.67 -1.00 0.53
O 2.10 1.89 -2.62 -0.39
H 0.50 2.53 -4.57 0.33
H 2.08 3.03 -5.27 0.40
H 0.92 4.25 -4.73 0.34
H 2.84 3.72 -3.13 0.30
H -0.04 3.95 -2.53 -0.02
H 1.34 4.85 -1.83 0.43


68
Properties=species:S:1:pos:R:3:mulliken_charge:R:1 method="wB97M-V/def2-TZVPD" multiplicity=1 e_homo_ev=-9.66 homo_lumo_gap_ev=5.475 fmax_ha_per_bohr=0.0240 e_tot_ev=-59282.606 total_charge=+1 lumo_ev=-4.2
Au 0.16 0.37 0.38 0.99
O 1.72 -0.12 -0.73 -0.74
C 2.31 0.68 -1.60 0.50
C 3.66 0.45 -1.90 -0.44
C 4.29 1.18 -2.88 -0.44
C 3.63 2.18 -3.60 -0.80
C 2.31 2.44 -3.31 -0.71
C 1.63 1.70 -2.32 0.27
C 0.30 2.09 -2.01 0.44
N -0.43 1.63 -1.04 -0.11
C -1.69 2.27 -0.64 -0.66
C -2.59 1.25 0.03 -0.67
N -1.76 0.45 0.96 -0.19
C -2.25 -0.62 1.50 -0.41
C -1.55 -1.54 2.34 0.77
C -2.34 -2.50 3.02 -0.61
C -1.78 -3.35 3.93 -0.85
C -0.40 -3.26 4.18 -0.35
C 0.40 -2.36 3.52 -0.46
C -0.15 -1.49 2.56 0.54
O 0.71 -0.72 1.92 -0.89
H 4.17 -0.32 -1.34 0.47
H 5.33 0.98 -3.09 0.42
H 4.15 2.75 -4.36 0.43
H 1.78 3.22 -3.84 0.38
H -0.15 2.88 -2.62 0.38
H -2.18 2.76 -1.48 0.48
H -1.43 3.04 0.10 0.27
H -3.08 0.59 -0.68 0.39
H -3.36 1.80 0.59 0.40
H -3.31 -0.83 1.33 0.41
H -3.40 -2.53 2.82 0.36
H -2.39 -4.08 4.45 0.46
H 0.05 -3.92 4.91 0.40
H 1.46 -2.30 3.71 0.50
C -2.31 -5.36 -2.57 -0.97
Si -1.94 -5.73 -0.78 0.17
C -3.33 -5.09 0.29 -0.91
C -1.73 -7.57 -0.56 -1.05
C -0.33 -4.97 -0.13 -0.80
Te 0.27 -3.00 -0.65 -0.04
C 0.60 -3.26 -2.74 -0.55
Si 2.17 -4.18 -3.26 0.13
C 3.41 -4.25 -1.87 -0.91
C 2.88 -3.26 -4.73 -1.02
C 1.65 -5.90 -3.77 -0.95
H -3.25 -5.85 -2.83 0.40
H -1.54 -5.74 -3.24 0.19
H -2.44 -4.29 -2.76 0.35
H -4.26 -5.63 0.08 0.41
H -3.52 -4.03 0.11 0.20
H -3.11 -5.23 1.35 0.24
H -2.63 -8.12 -0.87 0.35
H -1.54 -7.82 0.49 0.32
H -0.90 -7.94 -1.16 0.30
H 0.51 -5.63 -0.35 0.40
H -0.43 -4.94 0.96 0.49
H 0.61 -2.25 -3.15 0.51
H -0.28 -3.78 -3.12 0.08
H 3.48 -3.30 -1.34 0.25
H 4.40 -4.50 -2.25 0.38
H 3.14 -5.02 -1.13 0.29
H 3.09 -2.22 -4.47 0.26
H 2.17 -3.27 -5.56 0.32
H 3.80 -3.72 -5.08 0.34
H 1.38 -6.51 -2.90 0.24
H 2.45 -6.43 -4.30 0.36
H 0.79 -5.86 -4.44 0.29


76
Properties=species:S:1:pos:R:3:lowdin_spin:R:1 method="wB97M-V/def2-TZVPD" multiplicity=2 e_homo_ev="-6.21 / -8.25" homo_lumo_gap_ev="6.651 / 8.063" relative_energy_kcal_mol=0.0 fmax_ha_per_bohr=0.0099 e_tot_ev=-151707.051 total_charge=0 lumo_ev="0.4 / -0.2"
Hg -0.22 -0.96 -0.57 0.46
C 1.69 -2.56 2.32 0.00
C 2.09 -1.14 2.06 0.00
C 3.09 -0.37 2.70 0.00
C 3.05 0.86 2.06 0.00
C 3.90 2.06 2.31 0.00
N 2.08 0.80 1.12 0.00
N 1.50 -0.42 1.13 0.07
B 1.67 1.90 0.12 0.01
N 2.00 1.43 -1.32 0.00
N 1.50 0.27 -1.82 0.09
C 2.06 0.09 -3.01 0.00
C 1.72 -1.11 -3.84 0.00
C 2.95 1.14 -3.29 0.00
C 2.89 1.97 -2.19 0.00
C 3.63 3.25 -1.94 0.00
N 0.16 2.28 0.24 0.00
N -0.81 1.39 0.57 0.04
C -1.95 2.08 0.67 0.00
C -3.21 1.42 1.11 0.00
C -1.71 3.43 0.38 0.00
C -0.36 3.52 0.11 0.00
C 0.43 4.72 -0.30 0.00
H 1.78 -2.80 3.38 0.00
H 0.65 -2.71 2.01 0.00
H 2.31 -3.25 1.76 0.00
H 3.74 -0.67 3.50 0.00
H 4.58 1.87 3.14 0.00
H 4.50 2.31 1.43 0.00
H 3.30 2.94 2.55 0.00
H 2.33 2.88 0.37 0.00
H 2.02 -2.03 -3.34 0.00
H 0.65 -1.16 -4.02 0.00
H 2.23 -1.05 -4.80 0.00
H 3.55 1.26 -4.18 0.00
H 4.26 3.47 -2.80 0.00
H 2.95 4.08 -1.78 0.00
H 4.27 3.17 -1.06 0.00
H -3.21 0.37 0.82 0.00
H -3.31 1.46 2.20 0.00
H -4.08 1.90 0.68 0.00
H -2.43 4.24 0.37 0.00
H -0.16 5.62 -0.15 0.00
H 1.35 4.81 0.29 0.00
H 0.72 4.66 -1.35 0.00
Cl -0.88 -3.89 -3.07 0.03
C -0.38 -4.82 -1.66 0.00
Cl 1.17 -4.29 -0.97 0.04
H -0.27 -5.85 -1.95 0.00
H -1.14 -4.68 -0.89 0.00
O -3.87 4.10 -3.25 0.00
C -3.15 2.97 -3.09 0.00
C -1.77 2.93 -3.25 0.00
C -1.12 1.72 -3.04 0.00
N -1.76 0.59 -2.71 0.04
C -3.07 0.66 -2.61 0.01
Br -3.97 -0.98 -2.28 0.02
C -3.83 1.81 -2.77 0.00
H -3.29 4.83 -3.48 0.00
H -1.20 3.81 -3.52 0.00
H -0.05 1.65 -3.13 0.00
H -4.90 1.81 -2.66 0.00
C -2.53 -5.82 3.59 0.00
N -2.30 -5.07 2.36 0.01
C -2.16 -3.73 2.19 0.02
S -2.49 -3.03 0.69 0.11
N -1.74 -2.95 3.21 0.01
C -1.00 -3.34 4.40 0.00
H -2.58 -6.87 3.33 0.00
H -3.47 -5.54 4.08 0.00
H -1.72 -5.70 4.30 0.00
H -2.70 -5.48 1.53 0.00
H -1.63 -1.99 2.91 0.00
H -1.63 -3.82 5.14 0.00
H -0.58 -2.44 4.84 0.00
H -0.17 -4.01 4.15 0.00


79
Properties=species:S:1:pos:R:3:lowdin_spin:R:1 method="wB97M-V/def2-TZVPD" multiplicity=6 e_homo_ev="-7.14 / -7.46" homo_lumo_gap_ev="7.213 / 7.534" relative_energy_kcal_mol=0.0 fmax_ha_per_bohr=0.0406 e_tot_ev=-97669.130 total_charge=0 lumo_ev="0.1 / 0.1"
Mn 11.04 -8.72 34.39 4.68
C 11.95 -11.98 34.05 0.01
O 10.85 -12.80 34.46 0.00
O 11.67 -10.71 34.29 0.06
C 13.22 -12.59 34.72 0.00
F 14.19 -11.69 34.93 0.00
F 13.00 -13.21 35.89 0.00
F 13.76 -13.50 33.87 0.00
C 10.50 -13.87 33.61 0.00
C 9.48 -14.71 34.36 0.00
H 9.77 -14.90 35.39 0.00
H 8.46 -14.32 34.42 0.00
H 9.34 -15.68 33.88 0.00
H 11.38 -14.45 33.31 0.00
H 10.06 -13.47 32.68 0.00
H 12.20 -12.09 32.98 0.00
C 12.39 -7.27 36.86 0.01
O 12.70 -6.24 35.91 0.00
O 11.47 -8.08 36.33 0.06
C 13.70 -7.93 37.29 0.00
F 14.17 -8.72 36.29 0.00
F 14.71 -7.06 37.54 0.00
F 13.55 -8.69 38.38 0.00
C 12.70 -4.94 36.46 0.00
C 13.19 -3.99 35.36 0.00
H 14.22 -4.20 35.06 0.00
H 12.53 -3.98 34.49 0.00
H 13.14 -2.96 35.73 0.00
H 13.40 -4.82 37.29 0.00
H 11.72 -4.56 36.77 0.00
H 12.01 -6.85 37.81 0.00
O 10.35 -8.99 32.19 0.02
C 10.05 -8.84 31.03 0.00
O 10.40 -7.73 30.39 0.00
C 9.98 -7.78 29.01 0.00
C 8.87 -8.83 28.99 0.00
C 9.16 -9.74 30.18 0.00
H 10.83 -7.97 28.35 0.00
H 9.58 -6.81 28.73 0.00
H 8.89 -9.38 28.05 0.00
H 7.90 -8.33 28.97 0.00
H 9.76 -10.60 29.88 0.00
H 8.31 -10.10 30.76 0.00
O 10.26 -6.75 34.02 0.03
C 9.85 -5.69 33.67 0.01
O 9.11 -4.93 34.50 0.00
C 8.75 -3.70 33.86 0.00
C 9.77 -3.55 32.71 0.00
C 10.07 -5.00 32.34 0.00
H 8.85 -2.87 34.56 0.00
H 7.72 -3.74 33.51 0.00
H 10.70 -3.17 33.13 0.00
H 9.50 -2.86 31.92 0.00
H 11.12 -5.20 32.11 0.00
H 9.41 -5.49 31.63 0.00
O 12.66 -7.98 33.41 0.03
C 13.52 -7.22 33.07 0.01
O 13.39 -6.42 32.02 0.01
C 14.59 -5.69 31.76 0.00
C 15.67 -6.34 32.62 0.00
C 14.87 -7.03 33.73 0.00
H 14.49 -4.64 32.04 0.00
H 14.81 -5.76 30.69 0.00
H 16.39 -5.63 33.02 0.00
H 16.31 -7.04 32.08 0.00
H 14.68 -6.51 34.67 0.00
H 15.33 -7.98 33.95 0.00
O 8.96 -9.03 34.89 0.03
C 8.10 -9.88 34.81 0.01
O 6.96 -9.71 35.46 0.00
C 6.07 -10.83 35.23 0.00
C 6.74 -11.63 34.12 0.00
C 8.21 -11.24 34.19 0.00
H 5.12 -10.52 34.81 0.00
H 6.02 -11.36 36.18 0.00
H 6.32 -11.31 33.16 0.00
H 6.50 -12.68 34.31 0.00
H 8.73 -11.36 33.25 0.00
H 8.74 -11.86 34.91 0.00